Entry a
DFT (ωB97M-V/def2-TZVPD) results for a molecular structure, C28H33N5O6S.

Positions of all 73 atoms, in Å:
C  -6.44224  -1.69889  0.79996
H  -7.12117  -1.81824  1.64285
O  -5.22842  -2.28342  1.20398
C  -4.18724  -2.29667  0.32332
C  -3.01958  -2.91691  0.77198
C  -1.90634  -2.96875  -0.03694
C  -1.91510  -2.39765  -1.30651
C  -3.08033  -1.79411  -1.74940
C  -4.21179  -1.74433  -0.95169
H  -5.10041  -1.26818  -1.33505
H  -3.10599  -1.34494  -2.73046
C  -0.67224  -2.41689  -2.15284
N  0.46638  -1.89964  -1.40551
C  1.53232  -2.72027  -1.23700
O  1.62739  -3.79798  -1.80302
C  2.61562  -2.24701  -0.34525
C  2.61087  -1.91291  0.99805
N  1.53807  -1.89155  1.84240
H  1.79210  -1.72570  2.80921
H  0.80027  -2.55575  1.67738
C  3.92622  -1.52082  1.39069
N  4.84487  -1.59324  0.44392
S  4.22615  -2.13061  -0.94860
C  4.27930  -1.05726  2.74251
O  3.45152  -0.91115  3.63279
N  5.59022  -0.79907  2.90635
H  6.21420  -0.95095  2.13247
H  5.93696  -0.49634  3.80033
C  0.30343  -0.62577  -0.72906
C  1.52360  0.26358  -0.76289
C  2.32871  0.33534  -1.87990
C  3.48522  1.11606  -1.88443
C  3.81047  1.83660  -0.74446
C  2.97349  1.81178  0.36226
C  1.81583  1.05394  0.36155
O  0.90582  1.01925  1.38792
C  1.28722  1.53690  2.64428
H  1.46124  2.61648  2.60001
H  2.17447  1.03084  3.03203
H  0.44646  1.33834  3.30752
H  3.24776  2.39364  1.22754
H  4.70793  2.43158  -0.69569
O  4.21978  1.08054  -3.02921
C  5.42765  1.79930  -3.07133
H  6.13009  1.44630  -2.30924
H  5.84557  1.61385  -4.05936
H  5.26199  2.87444  -2.94558
H  2.08859  -0.24015  -2.75952
H  0.04198  -0.79929  0.32276
C  -0.78532  0.26451  -1.35844
O  -0.95183  0.39376  -2.55133
N  -1.48003  0.93711  -0.42446
H  -1.18950  0.87294  0.53959
C  -2.45000  1.96125  -0.74277
H  -2.62415  1.87920  -1.81756
C  -1.93497  3.36220  -0.34184
C  -2.93970  3.91022  0.67704
C  -3.57671  2.66152  1.28076
H  -2.90075  2.20781  2.00734
H  -4.52296  2.87196  1.77679
C  -3.73735  1.74790  0.06930
H  -4.59914  2.06341  -0.51955
H  -3.86104  0.69929  0.33579
H  -3.70451  4.49939  0.16919
H  -2.46455  4.54256  1.42532
H  -0.94742  3.25955  0.11014
H  -1.83611  4.01542  -1.20638
H  -0.40732  -3.44006  -2.43746
H  -0.81905  -1.82135  -3.05659
H  -1.01387  -3.47058  0.31066
H  -3.01876  -3.35463  1.75794
H  -6.32294  -0.63245  0.58083
H  -6.86096  -2.20525  -0.07551

Output
frontier orbital gap = 0.2902 hartree
molar mass = 567.67 g/mol

=====

Entry b
DFT (ωB97M-V/def2-TZVPD) results for a molecular structure, C28H33N5O6S.

Positions of all 73 atoms, in Å:
C  6.39279  0.63307  -1.84101
H  6.28723  -0.45670  -1.85219
O  5.16682  1.27711  -2.07489
C  4.13012  1.06350  -1.19593
C  4.24802  0.26129  -0.06814
C  3.19227  0.06762  0.80480
C  1.97255  0.67910  0.56609
C  1.85104  1.49556  -0.54617
C  2.89687  1.69502  -1.44014
O  2.58212  2.53264  -2.47087
C  3.46082  2.72618  -3.55523
H  2.91413  3.36116  -4.25307
H  4.37996  3.23024  -3.24955
H  3.71287  1.78321  -4.04502
H  0.92199  1.99691  -0.76552
C  0.81852  0.52374  1.52900
N  -0.48997  0.61407  0.87501
C  -0.78195  -0.15699  -0.20056
O  0.06272  -0.89223  -0.72612
C  -2.14155  -0.17406  -0.70832
C  -2.50661  -0.81439  -1.89774
N  -1.68117  -1.39101  -2.77529
H  -2.09592  -1.84181  -3.57804
H  -0.70575  -1.46044  -2.52942
C  -3.92663  -0.74649  -2.06271
N  -4.57698  -0.14330  -1.08883
S  -3.58382  0.40524  0.06401
C  -4.63593  -1.32974  -3.21672
O  -4.05662  -1.91372  -4.11965
N  -5.97223  -1.15933  -3.18092
H  -6.38582  -0.68366  -2.39771
H  -6.54512  -1.53583  -3.91643
C  -1.37208  1.59343  1.39110
C  -1.77361  1.53011  2.71457
C  -2.59231  2.50905  3.26325
C  -2.99289  3.55902  2.45139
C  -2.58927  3.64651  1.12917
C  -1.76860  2.67231  0.57993
O  -1.30936  2.65795  -0.70231
C  -1.69427  3.69446  -1.57209
H  -1.20848  3.47169  -2.52070
H  -2.77967  3.71439  -1.71258
H  -1.35214  4.66900  -1.21056
H  -2.91105  4.48749  0.53613
H  -3.62825  4.33354  2.85485
C  -3.04085  2.41033  4.68837
H  -2.28562  1.91593  5.29392
H  -3.24155  3.39560  5.10198
H  -3.95807  1.82402  4.74904
H  -1.42920  0.70679  3.32295
H  0.85617  1.34897  2.25087
C  0.85475  -0.77960  2.36004
O  0.71646  -0.76252  3.56869
N  1.01879  -1.87938  1.62019
H  1.00713  -1.76712  0.60964
C  0.91010  -3.22392  2.13976
H  0.98963  -3.14455  3.22665
C  -0.41660  -3.85912  1.69848
H  -0.68301  -4.66751  2.38039
C  -0.09296  -4.41757  0.31720
C  1.28779  -5.04159  0.51828
H  1.17756  -6.03981  0.94459
H  1.83790  -5.13417  -0.41668
C  2.00123  -4.11725  1.51880
H  2.51892  -4.69123  2.28569
H  2.73751  -3.48938  1.01724
H  -0.04192  -3.60372  -0.40744
H  -0.83022  -5.14064  -0.02836
H  -1.22648  -3.13050  1.68781
H  3.33313  -0.55501  1.67452
H  5.18453  -0.22744  0.14678
H  6.84130  0.94672  -0.89259
H  7.04080  0.93877  -2.66166

Output
frontier orbital gap = 0.2913 hartree
molar mass = 567.67 g/mol

=====

Structures ranked by computed energy, the most stable listed first: entry b, entry a.

=====

Entry a
DFT (ωB97M-V/def2-TZVPD) results for 3 unconnected molecules or ions with the total composition C3H10O3.

Positions of all 16 atoms, in Å:
C  -0.06597  -1.20409  -1.93860
C  0.51917  -1.10304  -0.69705
C  -0.41252  -1.33573  0.49530
O  0.42273  -1.24060  1.61358
H  0.55989  -1.01746  -2.80212
H  -1.14603  -1.33921  -2.00566
H  1.52110  -0.90103  -0.50854
H  -1.18021  -0.54709  0.48391
H  -0.85695  -2.35530  0.39371
H  0.61900  -0.34707  1.89190
O  -0.22395  1.91080  -0.74489
H  -0.72086  2.49836  -1.30937
H  -0.40421  1.05446  -1.19474
O  0.35383  1.60152  2.22908
H  0.76664  2.36680  2.77539
H  0.24834  1.95870  1.31808

Output
frontier orbital gap = 0.3780 hartree
molar mass = 94.11 g/mol
SMILES = C=CCO.O.O

=====

Entry b
DFT (ωB97M-V/def2-TZVPD) results for 3 unconnected molecules or ions with the total composition C3H10O3.

Positions of all 16 atoms, in Å:
C  2.06548  -0.65914  1.86098
C  1.22863  -0.89225  0.54668
C  0.97023  0.07993  -0.40609
O  0.16438  0.16881  -1.47587
H  1.43378  -0.05758  2.58648
H  3.04061  -0.08514  1.55667
H  2.41958  -1.67673  2.23996
H  0.71706  -1.86341  0.51213
H  1.63842  1.02733  -0.35825
H  -0.50922  -0.55534  -1.05932
O  -2.28593  4.31160  -0.41814
H  -2.66290  3.43763  -0.62628
H  -2.97263  4.54176  0.21003
O  -1.58320  -2.29345  -2.02344
H  -1.10916  -2.77466  -1.39247
H  -2.55512  -2.70935  -1.75304

Output
frontier orbital gap = 0.3240 hartree
molar mass = 94.11 g/mol
SMILES = C/C=C/O.O.O

=====

Structures ranked by computed energy, the most stable listed first: entry a, entry b.

=====

Entry a
DFT (ωB97M-V/def2-TZVPD) results for 2 unconnected molecules or ions with the total composition H6NO.

Positions of all 8 atoms, in Å:
O  -0.79075  0.63598  -1.06312
H  -0.89888  1.61393  -1.04980
H  -1.43828  0.32397  -1.73513
N  0.62562  -0.51465  0.76948
H  1.43052  -0.00023  0.36334
H  -0.10555  -0.64259  0.04390
H  0.23388  0.02674  1.56376
H  0.94344  -1.44315  1.10757

Output
frontier orbital gap = 0.4692 hartree
molar mass = 36.05 g/mol
net charge = +1

=====

Entry b
DFT (ωB97M-V/def2-TZVPD) results for 2 unconnected molecules or ions with the total composition H6NO.

Positions of all 8 atoms, in Å:
N  0.19572  -1.13908  0.12570
H  -0.54771  -1.37160  0.79719
H  0.12462  -0.12594  -0.17158
H  1.09119  -1.18436  0.62525
H  0.27799  -1.79246  -0.66474
H  -0.10661  2.23432  0.41774
H  -0.77003  1.87444  -0.93377
O  -0.26518  1.50466  -0.19580

Output
frontier orbital gap = 0.4815 hartree
molar mass = 36.05 g/mol
net charge = +1

=====

Structures ranked by computed energy, the most stable listed first: entry b, entry a.

=====

Entry a
DFT (ωB97M-V/def2-TZVPD) results for a single C4H7NOS2 molecule.

Positions of all 15 atoms, in Å:
C  -2.61642  0.70913  -0.50110
S  -1.52816  -0.80209  -0.39223
N  -0.22075  -0.37199  -1.50247
C  1.07825  -0.18011  -0.86170
O  2.02140  -0.05480  -1.57111
C  1.16547  0.19452  0.60915
C  2.02930  -0.62775  1.57515
S  0.51533  1.59351  1.04876
H  -3.53262  0.25882  0.04338
H  -2.24484  1.55417  0.16174
H  -2.89925  0.99148  -1.59206
H  -0.24974  -0.69156  -2.41648
H  1.68114  -0.20118  2.60202
H  1.64188  -1.63935  1.41638
H  3.15901  -0.73281  1.38058

Output
frontier orbital gap = 0.3068 hartree
molar mass = 149.24 g/mol
SMILES = CSNC(=O)C(C)=S

=====

Entry b
DFT (ωB97M-V/def2-TZVPD) results for a single C4H7NOS2 molecule.

Positions of all 15 atoms, in Å:
O  -2.43446  0.62367  0.40392
C  -1.30823  -0.36846  0.81805
C  -0.87983  -0.84954  -0.59729
C  0.39869  -0.23803  -0.98778
S  1.92741  -0.85601  -0.11263
C  2.39632  0.68403  0.68224
N  1.49197  1.61312  0.62331
S  0.42475  1.49756  -0.82712
H  -1.84427  1.32660  -0.36145
H  -1.66813  -1.19819  1.60758
H  -0.28208  0.01304  1.43154
H  -0.75958  -2.01977  -0.95485
H  -1.46990  -0.19281  -1.23156
H  0.86395  -0.56959  -2.02997
H  3.14340  0.53436  1.53600

Output
frontier orbital gap = 0.3284 hartree
molar mass = 149.24 g/mol
SMILES = OCC[C@@H]1SC=NS1

=====

Structures ranked by computed energy, the most stable listed first: entry a, entry b.